(1)
# C18H59IO11S9Si2

A structure of composition C18H59IO11S9Si2 (wB97M-V/def2-TZVPD, OMol25).

Output
Multiplicity: 1
Highest occupied orbital energy (eV): -8.2
E_tot (Ha): -6009.06316
Orbital gap (eV): 8.58

XYZ file:
```
100
Properties=species:S:1:pos:R:3:forces:R:3:mulliken_charge:R:1
O 0.973 0.674 -2.804 1.75 0.75 -0.38 -0.26
Si 2.626 0.652 -3.206 -0.69 -1.48 0.94 0.43
I 3.385 2.991 -3.204 -0.13 -0.38 0.09 -0.14
O 3.449 -0.334 -2.089 -1.52 2.02 0.10 -0.26
Si 3.027 -0.005 -0.441 0.62 -0.96 -0.29 0.45
H 0.539 -0.119 -3.110 -0.25 -0.38 -0.07 0.25
H 2.752 0.021 -4.512 0.30 0.14 -0.06 -0.14
H 1.577 0.014 -0.212 -0.08 0.24 -0.20 -0.05
H 3.659 1.261 -0.034 -0.04 0.13 -0.09 -0.14
H 3.550 -1.110 0.369 -0.06 -0.07 -0.35 -0.17
C 7.212 -1.343 3.263 0.10 0.03 0.00 -0.98
S 5.482 -0.840 3.192 0.00 0.07 -0.18 0.48
O 5.166 -0.536 1.766 0.43 0.03 0.63 -0.52
C 5.714 0.736 4.036 0.06 0.07 0.02 -0.94
H 7.309 -2.298 2.751 -0.09 0.02 -0.01 0.31
H 7.833 -0.597 2.766 -0.07 0.02 -0.02 0.31
H 7.515 -1.456 4.304 -0.04 -0.01 0.00 0.38
H 6.434 1.345 3.489 -0.01 -0.06 -0.06 0.30
H 6.067 0.554 5.053 -0.03 -0.04 -0.01 0.37
H 4.755 1.248 4.071 -0.02 -0.08 -0.04 0.31
C 2.726 -1.576 -8.323 0.13 -0.07 0.01 -0.77
S 1.701 -0.141 -7.961 0.01 0.01 0.09 0.36
O 2.234 0.476 -6.710 -0.14 -0.16 -0.28 -0.53
C 0.232 -1.082 -7.511 -0.05 -0.03 0.11 -0.85
H 3.722 -1.229 -8.592 -0.06 0.11 0.00 0.40
H 2.786 -2.215 -7.441 -0.11 0.05 0.03 0.04
H 2.295 -2.128 -9.158 -0.03 0.01 0.02 0.38
H 0.464 -1.758 -6.687 0.08 -0.01 -0.05 0.23
H -0.114 -1.648 -8.375 0.03 0.01 0.00 0.37
H -0.541 -0.380 -7.203 0.07 0.07 -0.04 0.32
C 0.041 6.069 -3.198 -0.05 -0.04 -0.08 -0.83
S 1.265 7.298 -2.711 -0.10 0.08 0.03 0.53
O 0.524 8.532 -2.319 0.10 -0.21 -0.15 -0.64
C 1.918 7.569 -4.369 -0.01 0.00 -0.10 -0.87
H -0.521 5.779 -2.313 0.07 0.05 0.04 0.29
H -0.637 6.496 -3.938 0.04 0.08 0.03 0.32
H 0.548 5.194 -3.608 0.04 0.01 0.05 0.27
H 1.117 7.898 -5.032 -0.04 0.00 0.07 0.30
H 2.360 6.644 -4.740 0.00 -0.01 0.05 0.31
H 2.684 8.341 -4.312 -0.03 -0.01 0.09 0.31
C -2.647 -0.758 -1.793 -0.09 -0.13 0.01 -1.10
S -1.300 -0.180 -0.740 -0.29 0.10 0.20 0.70
O -0.699 -1.388 -0.098 -0.07 -0.08 -0.02 -0.48
C -2.355 0.606 0.488 0.05 -0.15 -0.06 -1.25
H -2.218 -1.324 -2.620 0.04 0.02 0.03 0.34
H -3.314 -1.403 -1.218 0.08 -0.02 0.06 0.31
H -3.192 0.101 -2.184 0.06 0.03 0.01 0.41
H -3.042 -0.130 0.908 0.06 -0.06 -0.03 0.32
H -2.910 1.419 0.021 0.06 0.02 -0.01 0.45
H -1.726 1.007 1.278 0.01 0.00 -0.04 0.38
C 3.973 -5.356 -6.276 0.00 -0.02 0.07 -0.91
S 2.820 -5.158 -7.647 -0.06 -0.04 0.08 0.55
O 1.527 -4.682 -7.075 0.22 -0.09 -0.07 -0.58
C 2.641 -6.918 -7.993 -0.04 -0.07 0.03 -0.97
H 4.198 -4.370 -5.874 -0.05 0.02 -0.06 0.29
H 3.520 -5.973 -5.500 -0.07 0.02 -0.04 0.31
H 4.891 -5.818 -6.640 -0.02 0.03 -0.04 0.36
H 2.276 -7.433 -7.104 -0.01 0.07 0.02 0.30
H 3.605 -7.326 -8.299 0.00 0.05 -0.01 0.36
H 1.924 -7.035 -8.803 0.01 0.09 0.01 0.32
C -0.871 -4.501 1.384 -0.01 -0.01 0.13 -1.00
S -1.982 -4.253 -0.010 0.01 0.20 -0.12 0.64
O -3.271 -3.732 0.537 0.11 -0.19 0.01 -0.65
C -2.233 -6.003 -0.372 -0.07 -0.11 0.18 -1.00
H -0.620 -3.524 1.791 -0.04 0.06 -0.17 0.29
H -1.365 -5.104 2.148 -0.07 -0.01 -0.07 0.34
H 0.037 -4.997 1.039 -0.01 0.03 -0.05 0.38
H -2.643 -6.510 0.503 -0.01 0.04 0.01 0.30
H -1.282 -6.452 -0.658 0.01 0.05 -0.01 0.35
H -2.935 -6.082 -1.200 0.01 0.09 0.01 0.32
C -5.180 1.838 3.789 -0.05 -0.08 -0.12 -0.76
S -3.597 2.656 4.064 0.06 0.00 0.25 0.46
O -2.638 2.108 3.056 -0.15 0.00 0.11 -0.56
C -3.242 1.840 5.627 0.05 -0.30 -0.19 -0.74
H -5.574 2.170 2.829 0.06 0.06 0.01 0.35
H -5.040 0.757 3.772 0.07 0.02 0.02 0.06
H -5.873 2.117 4.583 0.04 0.03 0.01 0.36
H -3.230 0.758 5.483 -0.07 0.17 -0.07 0.08
H -3.997 2.115 6.361 0.04 0.04 0.00 0.36
H -2.269 2.174 5.972 -0.06 0.13 -0.05 0.34
C -0.636 5.916 5.809 -0.02 0.04 -0.06 -0.92
S -1.360 5.280 7.332 -0.08 -0.01 -0.07 0.43
O -2.428 4.314 6.940 0.18 0.34 0.09 -0.52
C -2.176 6.816 7.805 -0.06 0.07 -0.03 -0.98
H -0.105 5.102 5.318 -0.04 -0.04 0.07 0.30
H -1.424 6.285 5.152 -0.04 -0.05 0.05 0.29
H 0.065 6.716 6.048 0.00 -0.03 0.04 0.40
H -2.862 7.127 7.016 0.02 -0.07 -0.03 0.30
H -1.425 7.586 7.979 0.02 -0.04 0.01 0.39
H -2.733 6.637 8.723 0.04 -0.08 -0.01 0.32
C -3.693 -2.994 5.241 0.01 -0.09 0.00 -1.06
S -4.738 -1.575 5.614 0.05 -0.15 0.16 0.70
O -4.256 -0.993 6.900 -0.12 -0.20 -0.17 -0.63
C -6.222 -2.529 5.985 -0.05 -0.06 0.01 -1.08
H -2.692 -2.630 5.015 -0.05 0.09 -0.01 0.29
H -3.654 -3.660 6.103 -0.04 0.08 0.05 0.38
H -4.092 -3.520 4.372 0.01 0.07 -0.04 0.37
H -6.019 -3.226 6.799 0.07 0.05 0.01 0.33
H -6.536 -3.071 5.093 0.03 0.04 -0.02 0.36
H -7.006 -1.837 6.285 0.07 0.05 -0.02 0.33
```
Forces are in eV/Å.

(2)
# C23H30Br52N5

A structure of composition C23H30Br52N5 (wB97M-V/def2-TZVPD, OMol25).

Output
Total charge: +1
Energy relative to the best compared isomer or geometry (same formula, charge and spin) (eV): 0.000
Multiplicity: 1
Highest occupied orbital energy (eV): -11.1
E_tot (Ha): -135016.45740
Orbital gap (eV): 8.16

XYZ file:
```
110
Properties=species:S:1:pos:R:3:forces:R:3:mulliken_charge:R:1
C 1.772 1.996 4.440 0.25 -0.08 -0.27 -0.93
C 1.444 2.784 3.169 -0.20 -0.05 0.24 0.49
C 0.658 1.984 2.123 -0.04 0.13 0.51 -1.03
Br 1.893 0.955 1.064 -0.02 -0.01 -0.45 0.04
N -0.396 1.142 2.725 0.23 0.06 -0.07 0.56
C -0.282 -0.310 2.909 -0.31 -0.45 0.25 -0.45
N -0.552 -0.729 4.276 -0.09 0.02 -0.05 -0.36
C -1.497 1.765 3.130 0.16 -0.04 -0.33 0.50
N -2.564 1.191 3.720 -0.20 0.32 0.03 -0.36
C -3.391 2.193 3.956 0.12 -0.53 0.36 -0.89
N -2.916 3.355 3.540 -0.06 0.09 0.23 -0.15
N -1.694 3.098 2.992 -0.11 0.01 0.18 0.33
H 2.721 2.338 4.849 -0.09 0.08 0.13 0.44
H 1.904 0.931 4.234 -0.02 0.00 0.01 0.08
H 1.001 2.115 5.200 0.01 -0.07 0.03 0.16
H 2.348 3.165 2.703 -0.04 0.05 -0.08 -0.24
H 0.846 3.658 3.450 0.10 0.08 -0.04 0.37
H 0.164 2.653 1.417 0.14 -0.09 -0.19 0.73
H 0.710 -0.612 2.596 0.02 0.18 -0.11 -0.31
H -0.999 -0.796 2.241 -0.03 0.07 -0.03 0.41
H 0.015 -1.536 4.506 0.07 0.03 0.03 0.32
H -0.364 0.004 4.948 0.14 -0.03 -0.31 -0.11
H -4.342 2.099 4.455 0.01 0.04 -0.04 0.64
H -3.344 4.265 3.571 0.11 0.08 -0.12 0.20
H -1.131 3.826 2.587 -0.03 0.05 -0.06 0.25
C -7.113 1.786 0.986 -0.12 0.19 -0.09 0.30
Br -7.564 0.147 0.122 0.06 -0.18 0.01 0.03
Br -5.332 1.783 1.730 -0.18 -0.24 -0.20 0.18
Br -7.350 3.297 -0.178 -0.03 0.06 -0.06 -0.01
H -7.804 1.909 1.807 0.05 0.02 0.07 -0.32
C 3.727 -1.992 2.195 0.01 -0.10 -0.11 0.62
Br 2.219 -3.017 2.816 -0.05 0.08 0.09 0.10
Br 4.674 -1.118 3.611 -0.01 -0.01 0.04 -0.01
Br 4.847 -3.101 1.102 -0.92 0.05 0.52 -0.01
H 3.333 -1.223 1.551 0.00 0.03 -0.02 -0.69
C -3.687 4.907 -0.986 0.08 -0.17 -0.32 -0.37
Br -3.382 3.075 -1.455 0.04 -0.13 0.14 0.11
Br -3.336 5.252 0.883 -0.02 0.19 -0.05 -0.03
Br -2.650 6.050 -2.114 -0.01 0.24 0.06 0.00
H -4.732 5.127 -1.154 -0.04 -0.01 0.09 0.31
C 0.486 0.789 9.028 0.03 0.06 0.00 -0.35
Br 2.070 1.863 8.909 0.04 0.03 0.00 0.00
Br -0.956 1.728 9.872 -0.03 0.02 0.01 0.00
Br -0.034 0.125 7.292 -0.04 -0.08 0.35 0.17
H 0.717 -0.073 9.636 0.00 -0.03 -0.01 0.35
C -0.586 -5.968 2.136 0.03 0.04 0.04 -0.39
Br -2.111 -7.124 2.069 -0.03 -0.03 -0.04 -0.02
Br 0.704 -6.391 0.782 0.12 -0.02 -0.04 0.01
Br -1.111 -4.112 2.038 -0.11 0.00 0.05 0.03
H -0.109 -6.111 3.095 -0.01 0.00 0.02 0.37
C 5.497 5.078 1.240 -0.04 0.07 -0.07 -0.43
Br 4.200 3.752 0.706 0.05 -0.04 -0.09 0.06
Br 5.231 5.613 3.068 -0.01 -0.01 0.03 -0.05
Br 7.286 4.479 0.917 0.04 -0.06 0.03 0.05
H 5.327 5.947 0.622 -0.02 0.03 0.01 0.40
C -6.687 -0.596 -3.896 0.01 -0.03 0.07 -0.48
Br -7.717 0.348 -5.212 0.01 0.08 -0.04 0.05
Br -5.855 -2.163 -4.622 -0.05 -0.16 -0.03 0.01
Br -5.373 0.558 -3.099 0.05 0.13 0.00 0.19
H -7.364 -0.907 -3.114 -0.01 -0.01 0.01 0.35
C 9.870 2.391 -1.518 -0.18 0.03 0.04 -0.27
Br 9.838 0.475 -1.464 0.03 -0.12 -0.05 0.06
Br 10.443 3.116 0.169 0.13 0.07 0.04 -0.06
Br 10.892 3.070 -2.990 0.04 -0.01 0.02 0.00
H 8.849 2.716 -1.656 -0.01 0.02 -0.04 0.24
C 2.354 0.230 -2.822 -0.06 -0.16 0.19 -0.10
Br 2.911 2.067 -2.963 1.13 -1.34 0.59 -0.07
Br 1.769 -0.496 -4.487 0.00 0.17 -0.17 0.01
Br 3.726 -0.866 -2.040 0.03 0.02 0.15 0.09
H 1.508 0.207 -2.150 -0.04 0.04 0.01 0.04
C -9.492 1.245 -8.440 0.00 -0.03 -0.02 -0.07
Br -10.943 2.288 -7.734 -0.02 0.02 0.03 0.00
Br -10.024 0.241 -9.986 -0.02 -0.02 -0.04 -0.01
Br -7.947 2.327 -8.796 0.07 0.02 0.03 0.02
H -9.215 0.530 -7.680 0.00 -0.04 0.00 0.00
C -1.036 -3.457 -2.736 -0.09 -0.01 -0.05 -0.40
Br -0.042 -2.378 -1.479 0.07 0.04 0.01 0.23
Br -0.108 -3.673 -4.403 -0.04 -0.08 0.05 -0.06
Br -1.504 -5.145 -1.960 -0.05 -0.02 -0.04 -0.02
H -1.957 -2.932 -2.947 0.01 0.06 0.00 0.32
C 0.329 5.527 -4.558 -0.25 0.12 0.06 0.38
Br 1.435 7.094 -4.497 0.05 0.05 0.02 -0.04
Br -0.262 5.135 -6.341 -0.02 -0.02 -0.05 -0.01
Br 1.189 4.007 -3.751 -0.89 1.14 -0.62 0.13
H -0.551 5.728 -3.968 -0.08 0.10 -0.05 -0.48
C -10.604 0.650 3.378 -0.03 0.00 -0.01 -0.34
Br -10.062 2.492 3.193 -0.01 0.06 0.01 -0.04
Br -11.310 -0.040 1.736 -0.02 -0.01 -0.03 0.02
Br -9.171 -0.437 4.052 0.06 0.00 -0.01 0.00
H -11.400 0.636 4.109 0.00 -0.02 0.03 0.35
C 7.344 -3.417 -0.505 0.44 0.01 -0.19 -0.23
Br 6.525 -5.108 -0.899 0.18 -0.16 -0.10 0.12
Br 9.247 -3.550 -0.249 0.06 -0.02 -0.02 -0.11
Br 6.916 -2.095 -1.826 0.07 -0.01 -0.06 0.00
H 6.932 -3.073 0.432 0.50 0.03 -0.18 0.17
C 10.556 -6.983 -1.358 -0.03 0.04 -0.02 0.50
Br 9.541 -8.460 -0.669 -0.06 -0.09 0.05 -0.01
Br 12.376 -7.029 -0.750 0.03 0.00 0.01 -0.03
Br 10.444 -6.879 -3.271 -0.01 0.01 -0.05 0.00
H 10.107 -6.084 -0.965 -0.02 0.02 0.01 -0.48
C 3.638 -8.366 -1.462 0.01 -0.02 0.02 -0.18
Br 2.738 -9.997 -1.921 -0.02 -0.01 -0.01 -0.04
Br 5.530 -8.633 -1.254 0.07 0.02 0.00 -0.03
Br 3.266 -6.964 -2.723 -0.05 0.08 -0.01 0.01
H 3.253 -8.045 -0.505 0.00 0.00 0.05 0.16
C -3.968 0.117 -6.829 -0.03 0.04 0.03 0.74
Br -3.578 1.997 -6.750 0.02 0.03 0.01 0.02
Br -4.583 -0.417 -8.563 -0.05 0.00 -0.03 -0.02
Br -2.473 -0.946 -6.255 0.11 -0.04 0.07 0.04
H -4.770 -0.070 -6.130 -0.02 0.02 -0.01 -0.80
```
Forces are in eV/Å.

(3)
# C4H13N2Si

The ion C4H13N2Si with charge +1 (wB97M-V/def2-TZVPD, OMol25).

Output
Total charge: +1
Energy relative to the best compared isomer or geometry (same formula, charge and spin) (eV): 6.102
Multiplicity: 1
Highest occupied orbital energy (eV): -13.5
E_tot (Ha): -558.78039
Orbital gap (eV): 7.25

XYZ file:
```
20
Properties=species:S:1:pos:R:3:forces:R:3:mulliken_charge:R:1
C -0.812 -1.093 0.666 1.01 -0.85 3.65 -0.45
C 0.725 1.498 1.714 0.22 1.26 3.28 -0.90
C -0.095 1.531 -1.885 1.95 0.03 1.46 -0.72
C -0.665 0.221 0.069 0.42 1.13 -1.41 0.08
N 0.674 0.573 0.619 -1.94 -1.39 0.52 -0.17
N -0.586 0.184 -1.354 0.22 1.82 -1.45 -0.37
Si -0.200 -2.804 -0.169 1.58 1.39 0.42 0.38
H 1.177 1.024 2.669 -0.67 0.72 -1.51 0.31
H -0.245 2.077 2.122 1.82 -1.77 -1.63 0.31
H 1.431 2.288 1.394 -0.25 -0.18 0.30 0.37
H 0.680 1.247 -2.626 -0.52 0.72 0.29 0.31
H -0.821 2.242 -2.297 -0.23 -0.66 0.00 0.31
H 0.448 2.127 -1.017 -1.05 -1.30 -1.88 0.19
H -1.247 1.075 0.396 -0.75 -0.30 0.72 0.55
H -0.943 -1.122 1.859 -0.10 0.28 -2.78 0.36
H 1.540 0.077 0.442 -0.42 -0.33 -0.38 0.26
H -1.464 0.016 -1.854 0.17 -0.36 0.76 0.27
H -0.762 -4.110 0.221 -0.42 0.43 0.12 -0.04
H -0.157 -2.436 -1.600 -0.03 -0.47 0.26 -0.01
H 1.194 -2.697 0.537 -1.02 -0.15 -0.74 -0.03
```
Forces are in eV/Å.